The following is a DFT calculation (ωB97M-V/def2-TZVPD) of 12 unconnected molecules or ions with the total composition C38H107N7O12.

Bonds (Å) are listed after each position.
Geometry (Å):
1 C -5.8728 0.8195 -0.7869  O2 1.383, H7 1.090, H8 1.090, H9 1.090
2 O -5.7852 -0.5028 -1.1811  C1 1.383, C3 1.461
3 C -6.7361 -1.4510 -0.6051  O2 1.461, C4 1.563, H10 1.090, H11 1.090
4 C -6.5213 -1.8403 0.8929  C3 1.563, C5 1.502, N6 1.471, H12 1.090
5 C -5.2955 -2.6926 1.0617  C4 1.502, H13 1.090, H14 1.090, H15 1.090
6 N -7.7548 -2.3993 1.4682  C4 1.471, H16 1.010, H17 1.010
7 H -5.2188 1.4653 -1.3729  C1 1.090
8 H -5.5160 0.9526 0.2344  C1 1.090
9 H -6.9212 1.1100 -0.8543  C1 1.090
10 H -7.7603 -1.0935 -0.7114  C3 1.090
11 H -6.7799 -2.3439 -1.2288  C3 1.090
12 H -6.2442 -0.9675 1.4840  C4 1.090
13 H -5.4226 -3.6848 0.6287  C5 1.090
14 H -5.1482 -2.9809 2.1025  C5 1.090
15 H -4.3458 -2.2396 0.7771  C5 1.090
16 H -8.1359 -3.1975 0.9806  N6 1.010
17 H -8.5634 -1.7986 1.3942  N6 1.010
18 C 3.0342 -5.3441 -1.6025  O19 1.420, H24 1.090, H25 1.090, H26 1.090
19 O 1.9349 -5.8484 -0.8576  C18 1.420, C20 1.395
20 C 0.7551 -5.5074 -1.5197  O19 1.395, C21 1.574, H27 1.090, H28 1.090
21 C -0.4900 -5.9337 -0.6565  C20 1.574, C22 1.529, N23 1.481, H29 1.090
22 C -1.8131 -5.7377 -1.3966  C21 1.529, H30 1.090, H31 1.090, H32 1.090
23 N -0.5488 -5.1143 0.5753  C21 1.481, H33 1.010, H34 1.010
24 H 2.9019 -4.2703 -1.7346  C18 1.090
25 H 3.0918 -5.8238 -2.5796  C18 1.090
26 H 3.9397 -5.6778 -1.0958  C18 1.090
27 H 0.5942 -4.4367 -1.6455  C20 1.090
28 H 0.6807 -6.0109 -2.4836  C20 1.090
29 H -0.2373 -6.9673 -0.4198  C21 1.090
30 H -2.1046 -4.6969 -1.5377  C22 1.090
31 H -2.6614 -6.1468 -0.8479  C22 1.090
32 H -1.8252 -6.2149 -2.3765  C22 1.090
33 H 0.2786 -5.2904 1.1272  N23 1.010
34 H -0.5057 -4.1320 0.3444  N23 1.010
35 C -6.7357 1.5050 3.3955  O36 1.388, H41 1.090, H42 1.090, H43 1.090
36 O -5.4697 1.6896 2.8565  C35 1.388, C37 1.438
37 C -4.4196 1.2412 3.7308  O36 1.438, C38 1.560, H44 1.090, H45 1.090
38 C -2.9975 1.5263 3.1563  C37 1.560, C39 1.513, N40 1.431, H46 1.090
39 C -2.6344 0.5792 2.0337  C38 1.513, H47 1.090, H48 1.090, H49 1.090
40 N -2.0344 1.3234 4.1945  C38 1.431, H50 1.010, H51 1.010
41 H -6.8781 0.5499 3.9010  C35 1.090
42 H -7.4420 1.5995 2.5708  C35 1.090
43 H -6.9177 2.3109 4.1065  C35 1.090
44 H -4.5379 1.8242 4.6441  C37 1.090
45 H -4.5300 0.1961 4.0200  C37 1.090
46 H -2.9598 2.5699 2.8438  C38 1.090
47 H -1.7264 1.0057 1.6074  C39 1.090
48 H -3.3036 0.5867 1.1733  C39 1.090
49 H -2.5361 -0.4434 2.3979  C39 1.090
50 H -2.0597 2.1352 4.7949  N40 1.010
51 H -2.2578 0.4886 4.7173  N40 1.010
52 C -2.2554 0.2410 7.5863  O53 1.446, H58 1.090, H59 1.090, H60 1.090
53 O -2.3460 -0.5636 6.3882  C52 1.446, C54 1.455
54 C -1.0456 -1.1678 6.1399  O53 1.455, C55 1.558, H61 1.090, H62 1.090
55 C -1.3542 -2.3348 5.1546  C54 1.558, C56 1.529, N57 1.427, H63 1.090
56 C -2.0085 -3.5380 5.8345  C55 1.529, H64 1.090, H65 1.090, H66 1.090
57 N -0.1741 -2.7806 4.4877  C55 1.427, H67 1.010, H68 1.010
58 H -1.4393 0.9521 7.4583  C52 1.090
59 H -1.9700 -0.3623 8.4481  C52 1.090
60 H -3.1611 0.8107 7.7941  C52 1.090
61 H -0.3400 -0.4444 5.7314  C54 1.090
62 H -0.4355 -1.5561 6.9555  C54 1.090
63 H -2.0117 -2.0076 4.3491  C55 1.090
64 H -2.8684 -3.2921 6.4575  C56 1.090
65 H -1.3254 -4.0686 6.4977  C56 1.090
66 H -2.4992 -4.2083 5.1288  C56 1.090
67 H 0.2011 -1.9531 4.0466  N57 1.010
68 H -0.5229 -3.3241 3.7112  N57 1.010
69 C 5.0811 2.7401 -1.3515  O70 1.429, H75 1.090, H76 1.090, H77 1.090
70 O 5.4944 2.3464 -2.6615  C69 1.429, C71 1.445
71 C 6.7319 1.6130 -2.5234  O70 1.445, C72 1.552, H78 1.090, H79 1.090
72 C 7.3053 1.0628 -3.8566  C71 1.552, C73 1.506, N74 1.455, H80 1.090
73 C 8.7687 0.7107 -3.7995  C72 1.506, H81 1.090, H82 1.090, H83 1.090
74 N 7.1606 2.1553 -4.8061  C72 1.455, H84 1.010, H85 1.010
75 H 4.1914 3.3678 -1.4009  C69 1.090
76 H 5.8262 3.2649 -0.7536  C69 1.090
77 H 4.7876 1.8669 -0.7689  C69 1.090
78 H 7.5405 2.2196 -2.1157  C71 1.090
79 H 6.5483 0.7253 -1.9181  C71 1.090
80 H 6.6815 0.2379 -4.2008  C72 1.090
81 H 9.1811 0.1707 -4.6518  C73 1.090
82 H 8.9739 0.1627 -2.8799  C73 1.090
83 H 9.3508 1.6284 -3.7139  C73 1.090
84 H 6.3617 2.5863 -4.3632  N74 1.010
85 H 7.8822 2.8508 -4.6810  N74 1.010
86 C 1.8252 1.3947 -0.3200  O87 1.444, H92 1.090, H93 1.090, H94 1.090
87 O 1.5024 -0.0089 -0.4264  C86 1.444, C88 1.399
88 C 0.1620 -0.2116 -0.7704  O87 1.399, C89 1.568, H95 1.090, H96 1.090
89 C -0.1060 -1.7384 -0.5314  C88 1.568, C90 1.555, N91 1.455, H97 1.090
90 C -1.6273 -2.0177 -0.6958  C89 1.555, H98 1.090, H99 1.090, H100 1.090
91 N 0.2340 -2.2592 0.7844  C89 1.455, H101 1.010, H102 1.010
92 H 1.2419 1.9609 0.4062  C86 1.090
93 H 1.8188 1.8117 -1.3271  C86 1.090
94 H 2.8231 1.4459 0.1156  C86 1.090
95 H -0.3850 0.4279 -0.0776  C88 1.090
96 H -0.0692 0.1542 -1.7708  C88 1.090
97 H 0.4360 -2.2732 -1.3114  C89 1.090
98 H -2.0103 -3.0165 -0.4865  C90 1.090
99 H -1.8805 -1.7345 -1.7175  C90 1.090
100 H -2.1353 -1.3306 -0.0191  C90 1.090
101 H 1.1788 -1.9635 0.9841  N91 1.010
102 H -0.3563 -1.6950 1.3788  N91 1.010
103 C 1.3652 4.5205 -3.9700  O104 1.418, H109 1.090, H110 1.090, H111 1.090
104 O 1.3111 5.8520 -3.4839  C103 1.418, C105 1.454
105 C 0.4734 6.0720 -2.3159  O104 1.454, C106 1.580, H112 1.090, H113 1.090
106 C 0.6515 5.0984 -1.0847  C105 1.580, C107 1.515, N108 1.483, H114 1.090
107 C -0.0275 5.6574 0.1489  C106 1.515, H115 1.090, H116 1.090, H117 1.090
108 N 2.1024 5.0138 -0.7893  C106 1.483, H118 1.010, H119 1.010
109 H 2.1109 4.3496 -4.7464  C103 1.090
110 H 0.4351 4.2517 -4.4706  C103 1.090
111 H 1.6513 3.8241 -3.1818  C103 1.090
112 H 0.7225 7.0627 -1.9359  C105 1.090
113 H -0.5803 6.0335 -2.5920  C105 1.090
114 H 0.1866 4.1473 -1.3440  C106 1.090
115 H -1.1091 5.6331 0.0162  C107 1.090
116 H 0.2585 6.6432 0.5159  C107 1.090
117 H 0.2143 4.9591 0.9502  C107 1.090
118 H 2.5364 5.8341 -0.3909  N108 1.010
119 H 2.3323 4.3962 -0.0239  N108 1.010
120 C 4.6883 -1.4863 -3.6154  C121 1.512, H123 1.090, H124 1.090, H125 1.090
121 C 3.6914 -0.7365 -2.7610  C120 1.512, O122 1.362, H126 1.090, H127 1.090
122 O 3.5407 -1.3625 -1.5608  C121 1.362, H128 0.960
123 H 4.7691 -0.9949 -4.5850  C120 1.090
124 H 4.3304 -2.5010 -3.7895  C120 1.090
125 H 5.6940 -1.5134 -3.1958  C120 1.090
126 H 2.6712 -0.6642 -3.1377  C121 1.090
127 H 3.8924 0.3304 -2.6633  C121 1.090
128 H 2.9120 -0.9086 -0.9948  O122 0.960
129 C 4.6884 2.6092 2.5572  C130 1.562, H132 1.090, H133 1.090, H134 1.090
130 C 3.9610 3.9511 2.2254  C129 1.562, O131 1.433, H135 1.090, H136 1.090
131 O 2.6371 3.6000 1.8026  C130 1.433, H137 0.960
132 H 4.0102 2.0497 3.2016  C129 1.090
133 H 5.6134 2.7971 3.1024  C129 1.090
134 H 4.8715 2.1207 1.6002  C129 1.090
135 H 4.4154 4.4853 1.3910  C130 1.090
136 H 3.7889 4.6218 3.0671  C130 1.090
137 H 2.0326 3.8477 2.5061  O131 0.960
138 C -1.6143 2.2308 -4.1311  C139 1.530, H141 1.090, H142 1.090, H143 1.090
139 C -2.4852 1.0586 -3.6743  C138 1.530, O140 1.426, H144 1.090, H145 1.090
140 O -3.1040 0.5429 -4.8503  C139 1.426, H146 0.960
141 H -0.6846 1.8335 -4.5383  C138 1.090
142 H -1.3824 2.9604 -3.3552  C138 1.090
143 H -2.0535 2.7785 -4.9649  C138 1.090
144 H -3.2738 1.3813 -2.9944  C139 1.090
145 H -1.9042 0.3025 -3.1463  C139 1.090
146 H -4.0026 0.3572 -4.5679  O140 0.960
147 C 2.6898 -0.6117 3.0746  C148 1.550, H150 1.090, H151 1.090, H152 1.090
148 C 1.5010 0.3070 3.4543  C147 1.550, O149 1.402, H153 1.090, H154 1.090
149 O 0.3208 -0.3159 3.0254  C148 1.402, H155 0.960
150 H 3.4922 -0.3730 3.7726  C147 1.090
151 H 3.0971 -0.3843 2.0895  C147 1.090
152 H 2.5090 -1.6733 3.2433  C147 1.090
153 H 1.5449 1.3219 3.0591  C148 1.090
154 H 1.5731 0.4123 4.5368  C148 1.090
155 H -0.3790 0.3106 3.2240  O149 0.960
156 C -0.2992 -1.9293 -4.4615  C157 1.549, H159 1.090, H160 1.090, H161 1.090
157 C -0.9227 -2.0114 -5.8771  C156 1.549, O158 1.413, H162 1.090, H163 1.090
158 O -1.2861 -0.7582 -6.4188  C157 1.413, H164 0.960
159 H 0.1865 -2.8124 -4.0464  C156 1.090
160 H -1.1407 -1.6880 -3.8120  C156 1.090
161 H 0.3915 -1.0867 -4.4928  C156 1.090
162 H -1.8292 -2.6043 -5.7554  C157 1.090
163 H -0.3654 -2.5286 -6.6582  C157 1.090
164 H -1.9476 -0.3629 -5.8464  O158 0.960

The calculation puts the HOMO energy at -8.4066 eV. The value obtained for the relative energy (zero: lowest compared OMol25 entry of this formula, charge and spin) is 3.229 eV. The calculation puts the calculated total energy at -76134.9024 eV. As for the structure (SMILES): COC[C@H](C)N.COC[C@H](C)N.COC[C@H](C)N.COC[C@H](C)N.COC[C@H](C)N.COC[C@H](C)N.COC[C@H](C)N.CCO.CCO.CCO.CCO.CCO.